A cluster of 19 separate species, C81H206N14O19 in total at a distorted geometry. Source: the OMol25 dataset; level of theory: ωB97M-V with the def2-TZVPD basis set.

Each line ends with the Löwdin charge.
Element x y z (Å)
C1 1.278 -0.987 -4.875  -0.1579
O1 0.376 0.072 -5.053  -0.1420
H1 1.672 -1.274 -5.849  0.0790
H2 2.041 -0.860 -4.107  0.0653
H3 0.686 -1.869 -4.629  0.0640
H4 -0.465 -0.177 -5.442  0.0262
C2 -2.937 5.492 -4.092  -0.1647
O2 -2.985 6.883 -3.912  -0.1188
H5 -3.371 4.962 -3.243  0.0723
H6 -3.574 5.382 -4.970  0.0781
H7 -1.923 5.173 -4.332  0.0636
H8 -2.684 7.186 -3.053  0.0173
C3 0.649 4.192 4.065  -0.1657
O3 -0.149 4.616 5.156  -0.1096
H9 1.251 3.298 4.226  0.0563
H10 -0.026 4.006 3.229  0.0486
H11 1.250 5.012 3.673  0.0862
H12 -0.651 3.852 5.447  0.0763
C4 -1.706 -4.377 1.969  -0.1036
O4 -1.071 -4.606 3.273  -0.1419
H13 -0.959 -3.931 1.313  0.0609
H14 -1.863 -5.373 1.556  0.0653
H15 -2.670 -3.869 1.991  0.0704
H16 -0.758 -3.844 3.766  0.0241
C5 -7.025 -2.352 -2.593  -0.1909
O5 -8.366 -1.982 -2.602  -0.1105
H17 -6.487 -1.855 -3.401  0.0655
H18 -6.565 -2.162 -1.623  0.0795
H19 -6.980 -3.401 -2.886  0.0801
H20 -8.766 -2.598 -1.983  0.0761
C6 0.119 3.542 -5.969  -0.0808
C7 0.680 4.787 -6.608  -0.4197
C8 2.042 5.184 -5.943  -0.0929
O6 2.540 6.515 -6.505  -0.2189
C9 3.675 6.980 -5.970  -0.1924
N1 0.880 4.619 -8.073  0.0469
H21 0.754 2.661 -6.051  0.0712
H22 -0.861 3.259 -6.353  0.0859
H23 -0.024 3.687 -4.898  0.0450
H24 -0.171 5.449 -6.442  0.1262
H25 2.791 4.452 -6.244  0.1181
H26 1.975 5.296 -4.860  0.1145
H27 3.489 7.460 -5.009  0.0754
H28 4.138 7.678 -6.668  0.0930
H29 4.296 6.106 -5.772  0.0813
H30 1.515 3.835 -8.057  0.0561
H31 1.576 5.281 -8.386  0.0554
C10 -2.425 11.004 4.032  -0.0633
C11 -2.373 9.943 2.898  -0.4323
C12 -1.982 8.599 3.457  -0.2336
O7 -2.363 7.566 2.631  -0.2206
C13 -2.290 6.233 3.160  -0.0627
N2 -3.647 9.973 2.274  0.0434
H32 -1.430 11.188 4.436  0.0715
H33 -2.945 10.671 4.930  0.0675
H34 -3.014 11.872 3.734  0.0728
H35 -1.665 10.233 2.121  0.1351
H36 -2.500 8.452 4.405  0.1224
H37 -0.928 8.487 3.711  0.1341
H38 -1.225 6.013 3.235  0.0653
H39 -2.699 5.535 2.430  0.0752
H40 -2.716 6.089 4.152  0.0936
H41 -3.574 9.981 1.266  0.0728
H42 -4.140 9.094 2.351  0.0545
C14 -6.354 0.881 4.725  -0.0639
C15 -5.080 0.130 4.344  -0.3927
C16 -5.024 -1.132 5.290  -0.1872
O8 -3.998 -2.048 4.910  -0.2340
C17 -3.985 -3.306 5.554  -0.1159
N3 -5.243 -0.350 2.972  0.0497
H43 -6.351 1.089 5.795  0.0772
H44 -7.287 0.349 4.541  0.0891
H45 -6.300 1.881 4.294  0.0441
H46 -4.140 0.672 4.450  0.1270
H47 -5.990 -1.628 5.383  0.1205
H48 -4.865 -0.823 6.324  0.1206
H49 -3.410 -3.995 4.935  0.0862
H50 -4.947 -3.818 5.591  0.0869
H51 -3.666 -3.318 6.596  0.0945
H52 -5.700 -1.250 2.933  0.0747
H53 -4.334 -0.519 2.567  0.0461
C18 -1.358 -0.271 4.497  -0.0303
C19 -0.290 -1.350 4.915  -0.4146
C20 0.932 -0.770 5.744  -0.1124
O9 1.602 0.420 5.142  -0.2062
C21 2.501 0.001 4.081  -0.1018
N4 -1.040 -2.337 5.625  0.0415
H54 -1.503 0.459 5.294  0.0877
H55 -2.298 -0.661 4.107  0.0514
H56 -0.923 0.219 3.625  0.0372
H57 0.193 -1.778 4.037  0.1135
H58 1.733 -1.489 5.914  0.1188
H59 0.390 -0.469 6.641  0.1149
H60 3.472 -0.233 4.518  0.0744
H61 2.545 0.922 3.500  0.0655
H62 2.150 -0.832 3.473  0.0700
H63 -1.897 -2.514 5.121  0.0203
H64 -1.386 -1.765 6.381  0.0767
C22 -3.100 -1.571 -3.975  -0.0317
C23 -3.442 -0.504 -5.068  -0.4412
C24 -3.652 0.922 -4.517  -0.1666
O10 -4.190 1.637 -5.611  -0.1899
C25 -5.012 2.741 -5.324  -0.1042
N5 -2.477 -0.573 -6.120  0.0569
H65 -2.954 -2.571 -4.384  0.0684
H66 -4.002 -1.559 -3.364  0.0582
H67 -2.194 -1.265 -3.453  0.0665
H68 -4.395 -0.834 -5.481  0.1314
H69 -2.732 1.417 -4.207  0.1109
H70 -4.336 0.954 -3.669  0.1249
H71 -5.193 3.339 -6.217  0.0912
H72 -4.608 3.495 -4.648  0.0543
H73 -6.016 2.473 -4.993  0.0891
H74 -2.877 0.086 -6.773  0.0829
H75 -2.800 -1.453 -6.495  0.0854
C26 3.926 -6.197 -2.590  -0.0413
C27 4.317 -4.692 -3.015  -0.4167
C28 4.532 -4.514 -4.539  -0.1955
O11 4.975 -3.208 -4.855  -0.1790
C29 6.312 -3.068 -4.405  -0.1068
N6 3.388 -3.764 -2.447  0.0351
H76 2.837 -6.247 -2.620  0.0531
H77 4.299 -6.451 -1.598  0.0555
H78 4.359 -6.992 -3.196  0.0609
H79 5.191 -4.428 -2.421  0.1081
H80 3.588 -4.658 -5.066  0.1218
H81 5.219 -5.319 -4.797  0.1181
H82 6.975 -3.727 -4.965  0.0964
H83 6.442 -3.179 -3.328  0.0722
H84 6.454 -1.998 -4.554  0.0724
H85 3.763 -3.137 -1.750  0.0274
H86 3.186 -3.090 -3.172  0.0475
C30 5.179 0.501 -3.413  -0.0646
C31 5.680 -0.169 -2.145  -0.3976
C32 5.744 0.882 -0.918  -0.1692
O12 5.904 0.299 0.370  -0.1890
C33 7.140 -0.329 0.466  -0.1335
N7 4.722 -1.277 -1.925  0.0604
H87 4.142 0.837 -3.407  0.0786
H88 5.393 -0.239 -4.184  0.0641
H89 5.794 1.372 -3.642  0.0841
H90 6.656 -0.528 -2.473  0.1224
H91 4.781 1.382 -0.823  0.1159
H92 6.481 1.650 -1.154  0.1241
H93 8.046 0.138 0.081  0.0974
H94 7.215 -1.220 -0.158  0.0753
H95 7.335 -0.688 1.477  0.0778
H96 4.852 -1.658 -0.999  0.0689
H97 3.918 -0.673 -1.837  0.0678
C34 4.154 4.361 0.775  -0.0391
C35 5.103 3.987 1.967  -0.4492
C36 4.354 3.189 3.043  -0.1911
O13 5.059 3.225 4.309  -0.1857
C37 4.230 2.659 5.405  -0.0566
N8 6.255 3.293 1.570  0.0590
H98 4.674 4.814 -0.070  0.0762
H99 3.379 5.028 1.153  0.0743
H100 3.824 3.422 0.330  0.0533
H101 5.387 4.961 2.364  0.1362
H102 4.235 2.138 2.781  0.1137
H103 3.369 3.609 3.245  0.0947
H104 4.122 1.575 5.353  0.0562
H105 3.161 2.862 5.347  0.0557
H106 4.544 3.193 6.302  0.0938
H107 6.700 3.012 2.432  0.0808
H108 5.960 2.497 1.023  0.0381
C38 -0.133 -7.208 -8.610  -0.0660
C39 -0.903 -6.648 -7.394  -0.4000
C40 -0.014 -6.017 -6.362  -0.2425
O14 -0.865 -5.807 -5.271  -0.1975
C41 -0.247 -5.173 -4.184  -0.0866
N9 -1.846 -5.621 -7.976  0.0338
H109 0.750 -6.593 -8.781  0.0716
H110 -0.635 -7.442 -9.549  0.0791
H111 0.250 -8.113 -8.138  0.0707
H112 -1.504 -7.470 -7.003  0.1367
H113 0.576 -5.151 -6.660  0.1259
H114 0.798 -6.648 -5.999  0.1245
H115 -0.934 -4.414 -3.811  0.0790
H116 0.732 -4.749 -4.410  0.0752
H117 -0.217 -5.997 -3.471  0.0821
H118 -1.256 -4.953 -8.451  0.0573
H119 -2.181 -5.047 -7.215  0.0450
C42 -0.744 9.924 -3.164  -0.0296
C43 0.324 8.933 -2.554  -0.4414
C44 -0.338 8.246 -1.377  -0.1946
O15 -1.624 7.739 -1.671  -0.2245
C45 -2.079 6.798 -0.693  -0.0565
N10 0.754 8.038 -3.541  0.0401
H120 -0.848 10.794 -2.516  0.0713
H121 -1.729 9.459 -3.217  0.0651
H122 -0.526 10.191 -4.198  0.0709
H123 1.280 9.309 -2.190  0.1375
H124 -0.360 8.972 -0.564  0.1313
H125 0.347 7.408 -1.253  0.1258
H126 -2.904 6.347 -1.245  0.0789
H127 -2.525 7.295 0.168  0.0813
H128 -1.409 5.996 -0.383  0.0745
H129 0.897 8.474 -4.441  0.0801
H130 -0.025 7.410 -3.678  0.0708
C46 -6.034 6.525 2.925  -0.0255
C47 -6.505 5.130 2.390  -0.4909
C48 -7.750 4.733 3.055  -0.1878
C49 -8.543 3.680 2.408  -0.2134
C50 -8.838 3.952 0.969  -0.1096
C51 -7.530 4.326 0.119  -0.4421
N11 -6.780 5.309 0.920  -0.0775
O16 -5.636 5.843 0.222  -0.0263
C52 -6.699 3.080 -0.182  -0.0460
C53 -8.041 4.943 -1.278  -0.0205
C54 -5.407 4.128 2.771  -0.0383
H131 -6.788 7.280 2.700  0.0853
H132 -5.166 6.953 2.423  0.0498
H133 -5.726 6.559 3.970  0.0898
H134 -7.494 4.411 4.064  0.1291
H135 -8.273 5.679 3.192  0.1251
H136 -9.489 3.487 2.913  0.1218
H137 -8.017 2.745 2.599  0.1027
H138 -9.576 4.753 0.925  0.1210
H139 -9.246 2.989 0.664  0.1210
H140 -7.188 2.484 -0.952  0.0774
H141 -5.768 3.290 -0.709  0.0705
H142 -6.450 2.369 0.605  0.0700
H143 -8.797 4.280 -1.700  0.0744
H144 -8.469 5.884 -0.934  0.0739
H145 -7.390 5.143 -2.129  0.0698
H146 -5.791 3.118 2.623  0.0426
H147 -5.121 4.050 3.820  0.0902
H148 -4.626 4.181 2.012  0.0714
H149 -5.861 6.775 0.175  0.0959
C55 1.833 -9.256 -0.840  -0.0283
C56 0.604 -8.938 0.089  -0.4149
C57 -0.363 -10.163 -0.087  -0.1753
C58 0.059 -11.323 0.739  -0.1933
C59 0.315 -10.988 2.228  -0.1105
C60 1.233 -9.798 2.441  -0.4879
N12 0.795 -8.651 1.607  -0.0778
O17 1.645 -7.507 1.750  -0.0349
C61 1.204 -9.292 3.939  -0.0268
C62 2.727 -10.050 2.222  -0.0391
C63 -0.139 -7.676 -0.459  -0.0453
H150 2.635 -8.524 -0.748  0.0665
H151 1.596 -8.951 -1.860  0.0744
H152 2.201 -10.271 -0.693  0.0637
H153 -1.405 -9.963 0.160  0.1138
H154 -0.530 -10.386 -1.141  0.1213
H155 1.019 -11.624 0.319  0.0932
H156 -0.562 -12.155 0.408  0.1155
H157 0.583 -11.892 2.775  0.1215
H158 -0.638 -10.720 2.683  0.1175
H159 1.145 -10.127 4.637  0.0784
H160 2.082 -8.768 4.316  0.0610
H161 0.347 -8.643 4.120  0.0822
H162 2.993 -10.759 3.007  0.0847
H163 3.088 -10.550 1.323  0.0724
H164 3.350 -9.177 2.418  0.0574
H165 -0.396 -7.827 -1.508  0.0730
H166 0.451 -6.782 -0.257  0.0707
H167 -1.044 -7.504 0.124  0.0692
H168 1.014 -6.874 2.099  0.0943
C64 8.060 -3.745 4.863  -0.0068
C65 6.488 -3.682 4.576  -0.4793
C66 6.304 -3.186 3.106  -0.1378
C67 6.363 -4.312 2.044  -0.1768
C68 5.364 -5.388 2.462  -0.1509
C69 5.723 -6.021 3.793  -0.5136
N13 5.850 -4.968 4.801  -0.0782
O18 5.838 -5.406 6.197  0.0039
C70 4.515 -6.937 4.086  -0.0471
C71 6.838 -6.990 3.511  -0.0379
C72 5.772 -2.616 5.441  -0.0453
H169 8.452 -4.546 4.235  0.0631
H170 8.167 -4.098 5.889  0.0717
H171 8.644 -2.847 4.663  0.0759
H172 5.332 -2.693 3.118  0.1056
H173 7.016 -2.404 2.840  0.0936
H174 7.367 -4.712 1.899  0.1041
H175 6.140 -3.741 1.143  0.0976
H176 5.515 -6.002 1.574  0.1231
H177 4.405 -4.872 2.405  0.1295
H178 3.623 -6.400 4.406  0.0915
H179 4.225 -7.434 3.160  0.0537
H180 4.774 -7.779 4.728  0.0860
H181 7.098 -7.561 4.403  0.0907
H182 6.443 -7.778 2.870  0.0875
H183 7.707 -6.528 3.042  0.0757
H184 5.978 -1.567 5.231  0.0836
H185 6.033 -2.839 6.475  0.0724
H186 4.695 -2.781 5.469  0.0734
H187 4.944 -5.142 6.424  0.0897
C73 -0.871 3.281 -2.214  -0.0225
C74 -0.692 2.484 -0.859  -0.3996
C75 -2.108 2.422 -0.152  -0.1249
C76 -2.174 1.408 0.959  -0.1930
C77 -1.624 0.021 0.558  -0.1106
C78 -0.154 0.055 0.054  -0.4477
N14 -0.066 1.117 -0.979  -0.0814
O19 1.218 1.141 -1.609  -0.0269
C79 0.915 0.347 1.223  0.0059
C80 0.188 -1.270 -0.531  -0.0552
C81 0.211 3.353 0.013  -0.0425
H188 -1.497 2.707 -2.898  0.0641
H189 0.086 3.437 -2.713  0.0700
H190 -1.221 4.313 -2.169  0.0576
H191 -2.374 3.389 0.274  0.1049
H192 -3.018 2.360 -0.749  0.1084
H193 -3.215 1.330 1.272  0.0972
H194 -1.737 1.774 1.888  0.0943
H195 -2.299 -0.318 -0.228  0.1161
H196 -1.799 -0.673 1.380  0.1039
H197 1.516 -0.506 1.537  0.0625
H198 1.511 1.255 1.134  0.0649
H199 0.329 0.598 2.108  0.0443
H200 -0.575 -1.582 -1.244  0.0792
H201 1.157 -1.328 -1.027  0.0725
H202 0.392 -2.166 0.055  0.0758
H203 1.263 3.079 -0.057  0.0654
H204 0.063 3.454 1.088  0.0621
H205 0.037 4.384 -0.296  0.0601
H206 1.018 1.017 -2.539  0.0793

Output
- total charge = 0
- DFT total energy (Eh) = -5405.1172
- gap between HOMO and LUMO (hartree) = 0.3112
- HOMO level (eV) = -8.3